No. 1
{
  "formula": "C3H3FIO2",
  "method": "ωB97M-V with the def2-TZVPD basis set",
  "species": ["O", "H", "F", "C", "C", "I", "C", "O", "H", "H"],
  "xyz": [[3.4331, 0.9097, -0.1645], [-0.8279, 0.5332, 0.2563], [0.3208, 2.1043, -1.3144], [-0.0050, 0.1868, -0.2208], [2.4565, 0.5662, -0.8437], [1.4240, 2.4844, 1.4483], [1.1073, 1.1358, -0.2597], [2.2440, -0.2221, -1.7339], [0.2071, -0.7985, 0.3212], [-0.2683, 0.0243, -1.1776]],
  "atomic_forces_ev_per_a": [[0.65, -0.22, -0.62], [-2.50, 1.58, 1.57], [2.03, -0.85, 1.53], [2.19, -2.90, 3.52], [-0.18, 1.28, 2.34], [-0.40, -0.63, -0.58], [-1.60, 2.75, -1.71], [0.14, -1.19, -1.86], [0.25, 1.19, -0.88], [-0.59, -1.01, -3.32]],
  "smiles": "C[C@@](F)(I)C(=O)[O-]",
  "lumo_energy_ev": 2.973,
  "charge": -1,
  "de_lowest_kcal_mol": 15.7,
  "multiplicity": 1,
  "orbital_gap_ev": 7.820,
  "fmax_ev_per_a": 5.06,
  "total_energy_ev": -18073.490
}

=====

No. 2
{
  "formula": "C3H3FN2S",
  "method": "ωB97M-V with the def2-TZVPD basis set",
  "species": ["N", "S", "C", "F", "H", "H", "N", "C", "H", "C"],
  "xyz": [[-1.9839, -0.8614, 0.8908], [-0.0933, 1.8727, -0.2619], [-0.7940, -0.8661, 0.6521], [-1.4658, 1.0493, -0.6964], [2.0564, 1.3843, -1.0270], [2.0322, -1.2989, -0.4908], [0.2994, -1.2644, 0.3038], [1.2824, -0.5759, -0.3138], [-2.5403, -0.1938, 1.4914], [1.2068, 0.7541, -0.5482]],
  "atomic_forces_ev_per_a": [[-0.62, 1.06, 1.19], [-0.24, -0.65, 0.33], [-2.62, -0.76, 0.79], [0.57, 0.78, -0.54], [-1.29, -1.65, 0.74], [1.57, 0.40, -0.82], [-0.14, -0.28, 0.65], [-0.54, 1.07, 0.19], [1.36, -1.24, -1.07], [1.96, 1.28, -1.46]],
  "smiles": "N=C=N/C=C\\SF",
  "lumo_energy_ev": -0.058,
  "charge": 0,
  "de_lowest_kcal_mol": 61.9,
  "multiplicity": 1,
  "orbital_gap_ev": 8.403,
  "fmax_ev_per_a": 2.84,
  "total_energy_ev": -19689.751
}

=====

No. 3
{
  "formula": "C3H3FNO2",
  "method": "ωB97M-V with the def2-TZVPD basis set",
  "species": ["N", "O", "C", "H", "H", "O", "H", "F", "C", "C"],
  "xyz": [[-0.7428, 0.8858, -0.2921], [2.0251, -1.0241, -0.2312], [1.8899, 0.0625, 0.1775], [-1.8208, -1.0165, -0.2777], [-0.2886, -0.9622, -1.4583], [2.2953, 1.0950, 0.4333], [-0.2569, -0.3199, 1.5935], [-2.1049, 1.7051, 0.1545], [-0.1331, 0.0863, 0.5349], [-0.8631, -0.5120, -0.6343]],
  "atomic_forces_ev_per_a": [[0.41, 3.51, -2.35], [0.79, -2.86, -0.97], [-3.59, -2.01, -0.28], [1.08, 0.74, -1.07], [-0.51, 0.42, 0.16], [2.54, 5.07, 1.36], [-0.11, 1.13, -1.63], [-0.59, -0.76, 0.37], [1.54, -3.21, 2.80], [-1.57, -2.03, 1.61]],
  "lumo_energy_ev": 4.123,
  "charge": -1,
  "de_lowest_kcal_mol": 85.3,
  "multiplicity": 1,
  "orbital_gap_ev": 7.092,
  "fmax_ev_per_a": 5.83,
  "total_energy_ev": -11458.993
}